No. 1
The following is a DFT calculation (wB97M-V/def2-TZVPD) of 3 unconnected molecules or ions with the total composition C5H13NO2 in a non-equilibrium geometry.

Energy above the lowest of the compared OMol25 structures with the same formula, charge and spin ... 307.2 kJ/mol
Gap between HOMO and LUMO ... 9.2 eV
Max |F| ... 0.064 hartree/bohr
SMILES ... C=CC/C=C/N.O.O

The geometry in ORCA input format:
```
! RIJCOSX wB97M-V def2-TZVPD def2/J DEFGRID3
* xyz 0 1
C 0.832 -0.529 2.858
C 0.293 -1.047 1.751
C 0.074 -0.393 0.393
C 0.802 -0.973 -0.759
C 1.154 -0.148 -1.738
N 2.126 -0.334 -2.722
H 0.769 -0.996 3.809
H 1.295 0.453 3.082
H 0.095 -2.108 1.541
H -1.068 -0.432 0.297
H 0.246 0.681 0.568
H 1.142 -1.976 -0.540
H 0.802 0.827 -1.890
H 2.003 0.174 -3.572
H 2.719 -1.151 -2.747
O -2.234 0.298 -2.144
H -1.348 0.334 -1.710
H -2.570 -0.581 -1.945
O -2.038 2.405 2.424
H -1.850 1.861 3.191
H -1.534 2.081 1.667
*
```

=====

No. 2
The following is a DFT calculation (wB97M-V/def2-TZVPD) of 3 unconnected molecules or ions with the total composition C5H13NO2 in a non-equilibrium geometry.

Energy above the lowest of the compared OMol25 structures with the same formula, charge and spin ... 591.6 kJ/mol
Gap between HOMO and LUMO ... 4.7 eV
Max |F| ... 0.059 hartree/bohr

The geometry in ORCA input format:
```
! RIJCOSX wB97M-V def2-TZVPD def2/J DEFGRID3
* xyz 0 1
N 0.614 -1.866 -1.500
C 1.258 -0.614 -1.121
C 0.389 0.582 -1.412
C -0.516 0.932 -0.469
C -1.246 2.098 -0.586
C -1.986 2.561 0.542
H -0.283 -1.711 -1.887
H 1.512 -0.836 -0.058
H 2.229 -0.469 -1.599
H 0.479 1.131 -2.347
H -0.450 0.316 0.431
H -1.543 2.422 -1.591
H -2.918 2.134 0.726
H -2.144 3.600 0.707
H -1.341 2.227 1.351
H 1.277 -3.773 1.136
H 0.607 -2.498 -0.594
O 1.052 -2.895 0.861
H 1.078 -1.652 1.851
H 0.887 -0.913 3.248
O 1.043 -0.773 2.311
*
```

=====

No. 3
The following is a DFT calculation (wB97M-V/def2-TZVPD) of 2 unconnected molecules or ions with the total composition C5H13NO2 in a non-equilibrium geometry.

Energy above the lowest of the compared OMol25 structures with the same formula, charge and spin ... 105.7 kJ/mol
Gap between HOMO and LUMO ... 10.2 eV
Max |F| ... 0.046 hartree/bohr
SMILES ... CC[C@@H](C)NC=O.O

The geometry in ORCA input format:
```
! RIJCOSX wB97M-V def2-TZVPD def2/J DEFGRID3
* xyz 0 1
C -0.034 -1.741 -0.122
C -0.781 -0.638 0.601
C -0.250 0.867 0.414
C 0.515 1.087 -0.925
N -1.382 1.755 0.469
C -1.836 2.375 1.583
O -1.344 2.252 2.681
H -0.228 -2.719 0.303
H -0.211 -1.679 -1.190
H 1.030 -1.595 0.069
H -1.812 -0.490 0.278
H -0.796 -0.787 1.676
H 0.463 1.040 1.195
H 1.442 1.608 -0.723
H -0.093 1.650 -1.618
H 0.753 0.144 -1.404
H -1.920 1.878 -0.374
H -2.700 3.027 1.401
O 2.966 -2.544 -1.750
H 2.697 -3.403 -1.424
H 3.519 -2.085 -1.138
*
```

=====

No. 4
The following is a DFT calculation (wB97M-V/def2-TZVPD) of 3 unconnected molecules or ions with the total composition C5H13NO2 in a non-equilibrium geometry.

Energy above the lowest of the compared OMol25 structures with the same formula, charge and spin ... 441.4 kJ/mol
Gap between HOMO and LUMO ... 9.0 eV
Max |F| ... 0.138 hartree/bohr
SMILES ... [H]/N=C(C)\C=C\C.O.O

The geometry in ORCA input format:
```
! RIJCOSX wB97M-V def2-TZVPD def2/J DEFGRID3
* xyz 0 1
H 0.890 -1.476 -1.272
N 0.024 -1.410 -0.858
C -0.473 -0.303 -0.349
C -1.946 -0.284 -0.008
C 0.294 0.828 0.116
C 0.027 2.024 0.679
C 0.659 3.288 0.328
H -2.157 -0.862 0.891
H -2.403 0.710 -0.084
H -2.698 -0.739 -0.807
H 1.398 0.634 0.151
H -1.115 2.121 1.036
H -0.201 3.723 -0.115
H 1.433 3.157 -0.435
H 1.096 3.969 1.018
O 1.456 -3.793 -2.064
H 1.729 -4.307 -1.407
H 0.575 -3.373 -2.095
O 0.384 -1.275 2.204
H 1.036 -0.717 1.659
H -0.009 -1.914 1.413
*
```

=====

No. 5
The following is a DFT calculation (wB97M-V/def2-TZVPD) of 3 unconnected molecules or ions with the total composition C5H13NO2 in a non-equilibrium geometry.

Energy above the lowest of the compared OMol25 structures with the same formula, charge and spin ... 435.1 kJ/mol
Gap between HOMO and LUMO (alpha / beta) ... 7.5 / 7.5 eV
Max |F| ... 0.036 hartree/bohr

The geometry in ORCA input format:
```
! RIJCOSX wB97M-V def2-TZVPD def2/J DEFGRID3
* xyz 0 1
C 0.942 0.564 -0.957
C -0.450 0.677 -1.198
C 1.717 -0.654 -1.342
N 1.646 1.619 -0.492
H 0.441 -0.292 0.974
H 1.151 2.434 -0.162
H 2.567 1.475 -0.110
H -1.172 0.475 -0.107
H -0.793 1.685 -1.426
H -0.836 -0.026 -1.928
H 1.079 -1.536 -1.290
H 2.083 -0.540 -2.368
H 2.577 -0.815 -0.691
C -2.056 0.371 1.218
C -0.241 -1.023 1.453
O -0.521 -2.007 0.508
O -0.210 -1.272 2.642
H -0.908 -2.748 0.998
H -2.819 0.813 0.578
H -1.638 1.152 1.850
H -2.558 -0.352 1.853
*
```

=====

No. 6
The following is a DFT calculation (wB97M-V/def2-TZVPD) of 2 unconnected molecules or ions with the total composition C5H13NO2 in a non-equilibrium geometry.

Energy above the lowest of the compared OMol25 structures with the same formula, charge and spin ... 311.9 kJ/mol
Gap between HOMO and LUMO (alpha / beta) ... 7.7 / 4.2 eV
Max |F| ... 0.063 hartree/bohr
Expectation value of S² ... 0.760

The geometry in ORCA input format:
```
! RIJCOSX wB97M-V def2-TZVPD def2/J DEFGRID3
* xyz 1 2
C 0.822 0.844 2.066
O -0.371 1.625 2.241
C 1.380 1.027 0.683
C 0.357 0.820 -0.394
C 0.689 -0.349 -1.360
C -1.335 -0.910 -2.551
N -0.467 -1.147 -1.674
H 1.410 1.178 2.944
H 0.507 -0.137 2.427
H -0.464 2.385 1.637
H 1.580 2.118 0.748
H 2.385 0.714 0.382
H -0.667 0.713 -0.025
H 0.222 1.679 -1.081
H 1.115 0.076 -2.278
H 1.454 -1.026 -0.942
H -2.281 -1.452 -2.509
H -1.142 -0.245 -3.385
H -2.254 -2.585 0.457
H -1.002 -2.724 1.258
O -1.938 -2.603 1.358
*
```